No. 1
Molecular formula: C34H63NO5P
Method: DFT, the ωB97M-V functional and the def2-TZVPD basis

* HOMO-LUMO gap: 7.6 eV
* multiplicity: 1
* charge: +1

Each atom is followed by the atoms it is bonded to, with distances in Å.
Geometry (Å):
1 C -3.898 3.888 0.467  C2 1.539, H42 1.089, H43 1.090, H44 1.093
2 C -3.542 2.810 1.507  C1 1.539, C3 1.555, H45 1.094, H46 1.095
3 C -2.876 3.390 2.787  C2 1.555, C4 1.540, H47 1.094, H48 1.093
4 C -3.590 2.999 4.094  C3 1.540, C5 1.545, H49 1.090, H50 1.092
5 C -3.116 1.646 4.670  C4 1.545, C6 1.554, H51 1.095, H52 1.091
6 C -4.163 0.502 4.561  C5 1.554, C7 1.530, H53 1.091, H54 1.093
7 C -3.687 -0.581 3.589  C6 1.530, C8 1.527, H55 1.099, H56 1.098
8 C -4.727 -1.645 3.245  C7 1.527, C9 1.548, H57 1.093, H58 1.092
9 C -4.195 -2.574 2.127  C8 1.548, C10 1.528, H59 1.092, H60 1.096
10 C -4.701 -2.206 0.733  C9 1.528, C11 1.534, H61 1.095, H62 1.095
11 C -3.865 -2.864 -0.373  C10 1.534, C12 1.551, H63 1.093, H64 1.092
12 C -2.546 -2.122 -0.712  C11 1.551, C13 1.543, H65 1.099, H66 1.097
13 C -2.310 -2.070 -2.236  C12 1.543, C14 1.547, H67 1.093, H68 1.091
14 C -0.826 -1.950 -2.660  C13 1.547, C15 1.541, H69 1.093, H70 1.093
15 C -0.334 -0.493 -2.558  C14 1.541, C16 1.553, H71 1.092, H72 1.090
16 C 1.186 -0.307 -2.301  C15 1.553, N17 1.479, H73 1.084, H74 1.092
17 N 1.763 -1.208 -1.280  C16 1.479, C18 1.358, C30 1.364
18 C 1.108 -1.233 -0.091  N17 1.358, C19 1.409, H75 1.082
19 C 1.529 -2.033 0.990  C18 1.409, P20 1.828, C22 1.424
20 P 0.533 -2.035 2.522  C19 1.828, O21 1.481, H76 1.405, H77 1.408
21 O 1.296 -1.688 3.743  P20 1.481
22 C 2.708 -2.812 0.811  C19 1.424, C23 1.507, C26 1.412
23 C 3.124 -3.650 1.992  C22 1.507, O24 1.168, O25 1.336
24 O 2.879 -4.790 2.060  C23 1.168
25 O 3.749 -2.922 2.921  C23 1.336, H78 0.975
26 C 3.408 -2.781 -0.415  C22 1.412, C27 1.515, C30 1.444
27 C 4.678 -3.592 -0.565  C26 1.515, C28 1.547, H79 1.094, H80 1.087
28 C 5.755 -3.279 0.500  C27 1.547, O29 1.414, H81 1.090, H82 1.091
29 O 7.038 -3.609 0.004  C28 1.414, H83 0.961
30 C 2.885 -1.958 -1.480  N17 1.364, C26 1.444, C31 1.507
31 C 3.553 -1.905 -2.830  C30 1.507, C32 1.556, H84 1.095, H85 1.082
32 C 4.378 -0.614 -3.100  C31 1.556, C33 1.539, H86 1.090, H87 1.091
33 C 5.036 0.020 -1.861  C32 1.539, C34 1.532, H88 1.094, H89 1.093
34 C 4.253 1.141 -1.170  C33 1.532, C35 1.532, H90 1.097, H91 1.094
35 C 3.813 2.271 -2.105  C34 1.532, C36 1.531, H92 1.092, H93 1.096
36 C 3.291 3.498 -1.354  C35 1.531, C37 1.534, H94 1.093, H95 1.095
37 C 1.808 3.404 -0.972  C36 1.534, C38 1.532, H96 1.101, H97 1.093
38 C 0.864 3.463 -2.177  C37 1.532, C39 1.540, H98 1.094, H99 1.092
39 C -0.617 3.427 -1.754  C38 1.540, O40 1.415, H100 1.100, H101 1.091
40 O -1.384 4.437 -2.383  C39 1.415, C41 1.417
41 C -1.633 4.192 -3.757  O40 1.417, H102 1.094, H103 1.094, H104 1.092
42 H -4.929 4.219 0.584  C1 1.089
43 H -3.216 4.736 0.523  C1 1.090
44 H -3.815 3.484 -0.545  C1 1.093
45 H -4.468 2.323 1.825  C2 1.094
46 H -2.901 2.041 1.063  C2 1.095
47 H -1.823 3.093 2.821  C3 1.094
48 H -2.883 4.480 2.700  C3 1.093
49 H -3.422 3.796 4.819  C4 1.090
50 H -4.655 2.915 3.869  C4 1.092
51 H -2.213 1.325 4.140  C5 1.095
52 H -2.822 1.736 5.717  C5 1.091
53 H -5.139 0.901 4.283  C6 1.091
54 H -4.248 0.033 5.545  C6 1.093
55 H -3.286 -0.105 2.683  C7 1.099
56 H -2.849 -1.093 4.080  C7 1.098
57 H -5.657 -1.172 2.921  C8 1.093
58 H -4.923 -2.245 4.136  C8 1.092
59 H -4.405 -3.620 2.356  C9 1.092
60 H -3.103 -2.471 2.122  C9 1.096
61 H -5.727 -2.581 0.654  C10 1.095
62 H -4.766 -1.122 0.602  C10 1.095
63 H -3.616 -3.880 -0.057  C11 1.093
64 H -4.468 -2.938 -1.281  C11 1.092
65 H -1.711 -2.678 -0.263  C12 1.099
66 H -2.539 -1.124 -0.259  C12 1.097
67 H -2.866 -1.217 -2.633  C13 1.093
68 H -2.699 -3.004 -2.643  C13 1.091
69 H -0.761 -2.295 -3.695  C14 1.093
70 H -0.228 -2.633 -2.051  C14 1.093
71 H -0.874 0.001 -1.747  C15 1.092
72 H -0.530 0.036 -3.491  C15 1.090
73 H 1.701 -0.385 -3.251  C16 1.084
74 H 1.342 0.706 -1.927  C16 1.092
75 H 0.225 -0.614 -0.003  C18 1.082
76 H -0.501 -1.128 2.236  P20 1.405
77 H -0.014 -3.333 2.559  P20 1.408
78 H 3.280 -3.043 3.767  O25 0.975
79 H 4.453 -4.662 -0.569  C27 1.094
80 H 5.175 -3.398 -1.513  C27 1.087
81 H 5.755 -2.222 0.765  C28 1.090
82 H 5.576 -3.877 1.395  C28 1.091
83 H 7.217 -4.539 0.168  O29 0.961
84 H 2.729 -1.926 -3.551  C31 1.095
85 H 4.122 -2.806 -3.016  C31 1.082
86 H 3.723 0.099 -3.602  C32 1.090
87 H 5.142 -0.859 -3.838  C32 1.091
88 H 5.296 -0.766 -1.146  C33 1.094
89 H 5.988 0.454 -2.176  C33 1.093
90 H 3.395 0.783 -0.589  C34 1.097
91 H 4.925 1.596 -0.435  C34 1.094
92 H 3.073 1.945 -2.840  C35 1.092
93 H 4.694 2.579 -2.680  C35 1.096
94 H 3.443 4.409 -1.939  C36 1.093
95 H 3.863 3.645 -0.432  C36 1.095
96 H 1.653 2.478 -0.398  C37 1.101
97 H 1.522 4.224 -0.309  C37 1.093
98 H 1.063 2.642 -2.872  C38 1.094
99 H 1.006 4.412 -2.699  C38 1.092
100 H -1.082 2.459 -1.995  C39 1.100
101 H -0.727 3.591 -0.682  C39 1.091
102 H -1.318 3.190 -4.065  C41 1.094
103 H -1.102 4.933 -4.361  C41 1.094
104 H -2.698 4.303 -3.970  C41 1.092

=====

No. 2
Molecular formula: C31H33NO18P
Method: DFT, the ωB97M-V functional and the def2-TZVPD basis

* HOMO-LUMO gap: 7.0 eV
* multiplicity: 1
* charge: +1

Each atom is followed by the atoms it is bonded to, with distances in Å.
Geometry (Å):
1 C 4.279 1.831 0.069  C2 1.496, H12 1.080, H13 1.077, H14 1.080
2 C 3.218 2.740 0.605  C1 1.496, O3 1.222, N4 1.474
3 O 2.644 2.608 1.676  C2 1.222
4 N 2.864 3.844 -0.304  C2 1.474, C5 1.485, P6 1.665
5 C 2.256 5.003 0.399  N4 1.485, H15 1.080, H16 1.080, H17 1.078
6 P 2.047 3.299 -1.649  N4 1.665, C7 1.789, H18 1.396, H19 1.394
7 C 0.498 4.133 -1.974  P6 1.789, C8 1.553, H20 1.086, H21 1.082
8 C -0.732 3.640 -1.164  C7 1.553, C9 1.530, H22 1.077, H23 1.082
9 C -0.454 2.669 -0.014  C8 1.530, C10 1.538, H24 1.085, H25 1.082
10 C -1.785 2.090 0.496  C9 1.538, O11 1.421, H26 1.080, H27 1.089
11 O -2.290 2.852 1.584  C10 1.421, H28 0.956
12 H 5.059 1.717 0.808  C1 1.080
13 H 4.669 2.217 -0.858  C1 1.077
14 H 3.844 0.863 -0.131  C1 1.080
15 H 1.190 4.926 0.550  C5 1.080
16 H 2.510 5.909 -0.132  C5 1.080
17 H 2.726 5.066 1.368  C5 1.078
18 H 2.866 3.531 -2.755  P6 1.396
19 H 1.929 1.912 -1.576  P6 1.394
20 H 0.302 3.970 -3.030  C7 1.086
21 H 0.675 5.194 -1.851  C7 1.082
22 H -1.404 3.146 -1.845  C8 1.077
23 H -1.209 4.520 -0.751  C8 1.082
24 H 0.141 1.814 -0.314  C9 1.085
25 H -0.029 3.155 0.855  C9 1.082
26 H -1.684 1.067 0.826  C10 1.080
27 H -2.534 2.119 -0.294  C10 1.089
28 H -2.188 3.776 1.363  O11 0.956
29 C 7.377 -1.815 -3.785  C30 1.337, C35 1.455, H39 1.081
30 C 6.566 -0.775 -3.561  C29 1.337, C31 1.503, O38 1.329
31 C 5.577 -0.766 -2.430  C30 1.503, O32 1.227, C33 1.444
32 O 4.883 0.234 -2.282  C31 1.227
33 C 5.489 -1.929 -1.578  C31 1.444, C34 1.344, H40 1.081
34 C 6.298 -2.978 -1.798  C33 1.344, C35 1.507, O37 1.315
35 C 7.308 -2.981 -2.917  C29 1.455, C34 1.507, O36 1.211
36 O 8.012 -3.960 -3.037  C35 1.211
37 O 6.273 -4.069 -1.064  C34 1.315, H41 0.977
38 O 6.574 0.320 -4.313  C30 1.329, H42 0.972
39 H 8.093 -1.830 -4.594  C29 1.081
40 H 4.764 -1.918 -0.777  C33 1.081
41 H 6.954 -4.667 -1.430  O37 0.977
42 H 5.902 0.913 -3.939  O38 0.972
43 C -4.922 -1.861 2.483  C44 1.339, C49 1.454, H53 1.081
44 C -3.831 -1.117 2.705  C43 1.339, C45 1.504, O52 1.326
45 C -2.461 -1.727 2.818  C44 1.504, O46 1.218, C47 1.452
46 O -1.519 -0.974 2.989  C45 1.218
47 C -2.335 -3.169 2.710  C45 1.452, C48 1.338, H54 1.081
48 C -3.427 -3.912 2.493  C47 1.338, C49 1.503, O51 1.327
49 C -4.794 -3.303 2.353  C43 1.454, C48 1.503, O50 1.214
50 O -5.725 -4.053 2.139  C49 1.214
51 O -3.394 -5.233 2.383  C48 1.327, H55 0.977
52 O -3.864 0.202 2.838  C44 1.326, H56 0.976
53 H -5.911 -1.433 2.397  C43 1.081
54 H -1.349 -3.601 2.811  C47 1.081
55 H -4.317 -5.518 2.233  O51 0.977
56 H -2.943 0.480 2.997  O52 0.976
57 C -3.702 6.845 -3.912  C58 1.343, C63 1.446, H67 1.081
58 C -4.567 7.864 -3.780  C57 1.343, C59 1.507, O66 1.317
59 C -5.651 7.856 -2.733  C58 1.507, O60 1.212, C61 1.456
60 O -6.378 8.823 -2.667  C59 1.212
61 C -5.762 6.691 -1.866  C59 1.456, C62 1.337, H68 1.081
62 C -4.901 5.678 -2.006  C61 1.337, C63 1.503, O65 1.329
63 C -3.805 5.701 -3.034  C57 1.446, C62 1.503, O64 1.224
64 O -3.045 4.743 -3.077  C63 1.224
65 O -4.945 4.583 -1.254  C62 1.329, H69 0.973
66 O -4.535 8.937 -4.544  C58 1.317, H70 0.977
67 H -2.921 6.842 -4.658  C57 1.081
68 H -6.552 6.686 -1.129  C61 1.081
69 H -4.225 4.010 -1.568  O65 0.973
70 H -5.262 9.515 -4.241  O66 0.977
71 C -0.356 -9.238 2.182  C72 1.340, C77 1.453, H81 1.081
72 C -0.888 -8.065 2.553  C71 1.340, C73 1.507, O80 1.326
73 C -0.722 -7.526 3.950  C72 1.507, O74 1.217, C75 1.452
74 O -1.209 -6.440 4.202  C73 1.217
75 C 0.010 -8.325 4.917  C73 1.452, C76 1.340, H82 1.081
76 C 0.535 -9.501 4.545  C75 1.340, C77 1.504, O79 1.323
77 C 0.395 -10.027 3.143  C71 1.453, C76 1.504, O78 1.215
78 O 0.919 -11.093 2.885  C77 1.215
79 O 1.214 -10.282 5.370  C76 1.323, H83 0.976
80 O -1.587 -7.298 1.729  C72 1.326, H84 0.980
81 H -0.465 -9.634 1.182  C71 1.081
82 H 0.110 -7.936 5.920  C75 1.081
83 H 1.481 -11.062 4.847  O79 0.976
84 H -1.871 -6.515 2.245  O80 0.980

=====

No. 3
Molecular formula: C7H16O
Method: DFT, the ωB97M-V functional and the def2-TZVPD basis

* relative energy (zero: lowest compared OMol25 entry of this formula, charge and spin): 33.2 kcal/mol
* HOMO-LUMO gap: 10.6 eV
* multiplicity: 1
* SMILES: C=CCCCCC.O
* charge: 0

Each atom is followed by the atoms it is bonded to, with distances in Å.
Geometry (Å):
1 C -1.868 0.821 1.806  C2 1.526, H8 1.094, H9 1.100, H10 1.083
2 C -0.846 0.979 0.685  C1 1.526, C3 1.530, H11 1.083, H12 1.104
3 C 0.521 0.352 0.962  C2 1.530, C4 1.530, H13 1.099, H14 1.094
4 C 0.561 -1.177 0.952  C3 1.530, C5 1.548, H15 1.099, H16 1.087
5 C 0.009 -1.868 -0.319  C4 1.548, C6 1.505, H17 1.089, H18 1.093
6 C 0.562 -1.284 -1.592  C5 1.505, C7 1.323, H19 1.088
7 C 1.824 -0.994 -1.865  C6 1.323, H20 1.085, H21 1.083
8 H -1.617 1.361 2.724  C1 1.094
9 H -2.753 1.363 1.444  C1 1.100
10 H -2.088 -0.217 2.026  C1 1.083
11 H -0.804 2.022 0.394  C2 1.083
12 H -1.222 0.461 -0.216  C2 1.104
13 H 0.960 0.682 1.914  C3 1.099
14 H 1.237 0.860 0.308  C3 1.094
15 H 1.595 -1.547 0.926  C4 1.099
16 H 0.083 -1.505 1.872  C4 1.087
17 H 0.262 -2.927 -0.331  C5 1.089
18 H -1.045 -1.589 -0.399  C5 1.093
19 H -0.181 -1.302 -2.386  C6 1.088
20 H 2.566 -1.013 -1.074  C7 1.085
21 H 2.230 -0.688 -2.821  C7 1.083
22 H -0.257 1.784 -2.048  O24 0.972
23 H -0.006 2.841 -1.037  O24 0.966
24 O 0.278 2.586 -1.924  H22 0.972, H23 0.966

=====

No. 4
Molecular formula: C10H10B2O2
Method: DFT, the ωB97M-V functional and the def2-TZVPD basis

* HOMO-LUMO gap: 7.5 eV
* multiplicity: 1
* charge: 0

Each atom is followed by the atoms it is bonded to, with distances in Å.
Geometry (Å):
1 B 0.258 -1.098 0.226  C7 1.473, C10 1.632, O13 1.403
2 B -0.915 1.978 0.098  C8 1.511, O14 1.296
3 C 2.936 -0.749 0.375  C5 1.363, C7 1.484, H15 1.112
4 C -3.191 0.726 0.016  C6 1.390, C8 1.451, H16 1.105
5 C 3.702 0.309 -0.016  C3 1.363, C11 1.458, H17 1.161
6 C -3.625 -0.594 0.007  C4 1.390, C12 1.551, H18 1.033
7 C 1.517 -0.334 0.243  B1 1.473, C3 1.484, C9 1.363
8 C -1.743 0.715 0.111  B2 1.511, C4 1.451, C10 1.352
9 C 1.567 1.025 0.147  C7 1.363, C11 1.448
10 C -1.276 -0.553 0.111  B1 1.632, C8 1.352, C12 1.489
11 C 2.909 1.531 -0.059  C5 1.458, C9 1.448, H19 1.197, H20 1.188
12 C -2.394 -1.536 0.069  C6 1.551, C10 1.489, H21 1.198, H22 1.041
13 O 0.297 -2.494 0.364  B1 1.403, H23 1.026
14 O -1.294 3.208 0.254  B2 1.296, H24 0.890
15 H 3.177 -1.807 0.616  C3 1.112
16 H -3.862 1.591 -0.138  C4 1.105
17 H 4.848 0.323 0.169  C5 1.161
18 H -4.559 -1.010 -0.137  C6 1.033
19 H 3.195 2.477 0.616  C11 1.197
20 H 2.957 2.044 -1.130  C11 1.188
21 H -2.368 -2.188 1.074  C12 1.198
22 H -2.394 -2.337 -0.596  C12 1.041
23 H -0.664 -2.854 0.354  O13 1.026
24 H -0.716 3.832 0.516  O14 0.890

=====

No. 5
Molecular formula: BF4H16O8
Method: DFT, the ωB97M-V functional and the def2-TZVPD basis

* relative energy (zero: lowest compared OMol25 entry of this formula, charge and spin): 33.0 kcal/mol
* HOMO-LUMO gap: 10.4 eV
* multiplicity: 1
* charge: -1

Each atom is followed by the atoms it is bonded to, with distances in Å.
Geometry (Å):
1 B -0.213 -0.303 0.861  F2 1.305, F3 1.381, F4 1.398, F5 1.393
2 F 0.890 -0.785 0.359  B1 1.305
3 F -0.216 1.059 0.633  B1 1.381
4 F -1.299 -0.838 0.160  B1 1.398
5 F -0.158 -0.611 2.219  B1 1.393
6 O -1.766 2.092 -2.064  H7 0.957, H8 0.957
7 H -1.136 1.461 -1.717  O6 0.957
8 H -1.232 2.833 -2.349  O6 0.957
9 O 2.513 1.447 -0.545  H10 0.957, H11 0.957
10 H 1.828 0.838 -0.268  O9 0.957
11 H 2.274 1.686 -1.440  O9 0.957
12 O -0.031 -0.823 -2.215  H13 0.957, H14 0.957
13 H -0.662 -0.551 -1.548  O12 0.957
14 H -0.044 -1.779 -2.182  O12 0.957
15 O -0.735 -3.463 1.034  H16 0.957, H17 0.957
16 H -1.336 -3.595 1.768  O15 0.957
17 H -1.123 -2.746 0.532  O15 0.957
18 O 3.091 -1.272 -2.040  H19 0.957, H20 0.957
19 H 2.243 -0.835 -2.111  O18 0.957
20 H 3.040 -1.997 -2.663  O18 0.957
21 O -3.495 0.914 0.673  H22 0.957, H23 0.957
22 H -3.476 0.526 -0.202  O21 0.957
23 H -2.584 0.888 0.967  O21 0.957
24 O 2.611 -1.061 2.481  H25 0.957, H26 0.957
25 H 2.611 -0.179 2.852  O24 0.957
26 H 2.011 -1.009 1.738  O24 0.957
27 O -1.388 2.981 1.491  H28 0.957, H29 0.957
28 H -0.907 2.234 1.135  O27 0.957
29 H -1.309 2.887 2.440  O27 0.957

=====

Energy in a.u., matching the order above: -2105.36511 -2951.22497 -351.50099 -587.12804 -1036.14627
HOMO in eV, matching the order above: -11.822 -10.738 -9.746 -7.719 -7.556